Here is a structure of composition C40H39N13P3RuSe2 from the Open Molecules 2025 dataset. Energies are from wB97M-V/def2-TZVPD.

- Net charge: +2
- LUMO (alpha / beta): -4.96 / -6.42 eV
- Energy relative to the best compared isomer or geometry (same formula, charge and spin): 1.392 eV
- Multiplicity: 6
- E_HOMO (alpha / beta): -11.1 / -11.1 eV
- Orbital gap (alpha / beta): 6.12 / 4.66 eV

Each line ends with the Löwdin charge.
Positions of all 98 atoms, in Å:
Ru: 0.80 -0.19 1.89  1.430
C: 2.08 1.02 7.14  -0.018
N: 1.38 0.39 6.06  -0.126
C: 0.32 -0.45 6.17  -0.024
C: -0.06 -0.77 4.90  -0.137
N: 0.76 -0.13 4.03  -0.108
C: 1.65 0.55 4.75  -0.419
P: 2.94 1.76 4.12  1.194
C: 1.79 2.47 2.93  -0.425
N: 1.21 1.81 1.88  -0.116
C: 0.76 2.78 1.03  -0.107
C: 1.06 4.01 1.53  -0.008
N: 1.71 3.82 2.71  -0.120
C: 2.16 4.81 3.64  -0.025
C: 3.76 0.49 3.08  -0.446
N: 3.11 -0.37 2.28  -0.035
C: 4.02 -0.90 1.44  -0.109
C: 5.25 -0.37 1.72  -0.021
N: 5.08 0.51 2.74  -0.126
C: 6.10 1.26 3.41  -0.020
H: 1.71 0.63 8.09  0.105
H: 3.15 0.83 7.06  0.094
H: 1.92 2.10 7.12  0.098
H: -0.07 -0.75 7.12  0.133
H: -0.87 -1.40 4.57  0.087
H: 0.29 2.55 0.09  0.100
H: 0.90 4.98 1.12  0.136
H: 1.76 5.78 3.38  0.108
H: 1.82 4.54 4.65  0.096
H: 3.25 4.86 3.65  0.099
H: 3.74 -1.62 0.69  0.108
H: 6.20 -0.54 1.27  0.132
H: 7.08 0.94 3.05  0.105
H: 5.99 2.33 3.22  0.098
H: 6.05 1.09 4.49  0.099
Se: -3.09 -0.52 -3.74  0.402
P: -1.02 0.08 -3.78  0.599
C: -0.75 1.80 -4.27  -0.351
C: -1.83 2.65 -4.50  -0.095
C: -1.59 3.94 -4.92  -0.066
C: -0.29 4.39 -5.11  -0.067
C: 0.78 3.54 -4.85  -0.072
C: 0.56 2.25 -4.43  -0.103
C: -0.13 -1.04 -4.89  -0.356
C: 0.39 -0.61 -6.10  -0.068
C: 0.90 -1.54 -6.99  -0.062
C: 0.89 -2.89 -6.67  -0.065
C: 0.39 -3.31 -5.45  -0.070
C: -0.12 -2.39 -4.55  -0.104
C: -0.30 -0.06 -2.15  -0.404
C: -0.81 -0.07 -0.84  -0.408
N: 0.29 -0.06 -0.06  -0.292
N: 1.37 -0.06 -0.80  -0.049
N: 1.04 -0.05 -2.06  0.040
P: -2.40 -0.13 -0.02  0.638
Se: -2.12 0.10 2.12  0.349
C: -3.13 -1.74 -0.39  -0.388
C: -2.40 -2.70 -1.08  -0.127
C: -2.97 -3.94 -1.32  -0.070
C: -4.24 -4.22 -0.85  -0.060
C: -4.95 -3.28 -0.13  -0.060
C: -4.40 -2.03 0.11  -0.098
C: -3.40 1.26 -0.62  -0.378
C: -2.87 2.52 -0.37  -0.110
C: -3.58 3.65 -0.76  -0.066
C: -4.81 3.51 -1.38  -0.057
C: -5.33 2.24 -1.62  -0.055
C: -4.63 1.11 -1.25  -0.129
H: -2.84 2.29 -4.36  0.065
H: -2.43 4.60 -5.11  0.109
H: -0.11 5.39 -5.46  0.109
H: 1.79 3.90 -4.99  0.107
H: 1.38 1.58 -4.21  0.103
H: 0.39 0.44 -6.36  0.104
H: 1.30 -1.21 -7.93  0.111
H: 1.25 -3.61 -7.38  0.109
H: 0.37 -4.36 -5.20  0.106
H: -0.53 -2.71 -3.61  0.085
H: -1.40 -2.48 -1.43  0.084
H: -2.41 -4.69 -1.86  0.110
H: -4.68 -5.19 -1.04  0.110
H: -5.94 -3.51 0.25  0.113
H: -4.93 -1.29 0.69  0.112
H: -1.93 2.62 0.15  0.067
H: -3.18 4.63 -0.55  0.108
H: -5.37 4.38 -1.65  0.112
H: -6.30 2.14 -2.08  0.116
H: -5.03 0.13 -1.42  0.084
N: 1.51 -6.76 1.79  0.205
C: 0.76 -5.67 1.99  -0.453
N: -0.50 -5.81 2.43  0.213
N: 1.31 -4.50 1.72  0.153
C: 0.90 -3.32 1.78  -0.277
N: 0.65 -2.17 1.76  -0.007
H: 1.22 -7.67 2.08  0.129
H: 2.47 -6.63 1.50  0.132
H: -0.91 -6.71 2.58  0.128
H: -1.07 -5.00 2.60  0.124

---

Here is a structure of composition C40H40AsCl2N4O7PSTi from the Open Molecules 2025 dataset. Energies are from wB97M-V/def2-TZVPD.

- LUMO: 0.09 eV
- Energy relative to the best compared isomer or geometry (same formula, charge and spin): 0.723 eV
- E_HOMO: -7.9 eV
- Orbital gap: 7.95 eV

Each line ends with the Löwdin charge.
Positions of all 97 atoms, in Å:
Ti: -0.20 -0.21 1.10  1.004
C: 1.48 0.17 -5.70  -0.029
C: 0.00 0.20 -5.42  -0.207
C: -0.92 -0.23 -6.37  -0.041
C: -2.28 -0.26 -6.09  -0.084
C: -2.74 0.17 -4.86  -0.080
C: -1.84 0.63 -3.91  -0.030
C: -0.48 0.64 -4.19  -0.203
N: 0.46 1.08 -3.20  0.123
C: 0.08 1.03 -1.85  -0.374
N: -0.10 2.25 -1.27  0.160
C: -1.00 2.50 -0.21  -0.208
C: -1.39 1.51 0.69  -0.146
C: -2.40 1.85 1.58  -0.133
C: -2.96 3.11 1.63  -0.074
C: -2.49 4.10 0.78  -0.051
C: -1.52 3.81 -0.16  -0.222
C: -1.03 4.88 -1.11  -0.049
N: -0.10 -0.08 -1.24  0.104
C: 0.18 -1.27 -2.00  -0.242
C: -0.89 -2.05 -2.40  -0.040
C: -0.69 -3.24 -3.08  -0.068
C: 0.61 -3.64 -3.37  -0.079
C: 1.68 -2.84 -3.00  -0.044
C: 1.49 -1.64 -2.32  -0.212
C: 2.67 -0.78 -1.99  -0.018
H: 1.68 -0.27 -6.67  0.080
H: 1.99 -0.42 -4.93  0.066
H: 1.92 1.17 -5.69  0.083
H: -0.56 -0.58 -7.33  0.111
H: -2.98 -0.62 -6.84  0.102
H: -3.80 0.16 -4.64  0.104
H: -2.20 0.97 -2.95  0.119
H: 1.00 1.89 -3.47  0.148
H: -0.02 3.01 -1.92  0.112
H: -2.73 1.12 2.31  0.064
H: -3.74 3.34 2.36  0.105
H: -2.90 5.11 0.83  0.109
H: -1.50 5.84 -0.87  0.079
H: -1.29 4.66 -2.15  0.084
H: 0.05 5.02 -1.05  0.085
H: -1.88 -1.69 -2.18  0.089
H: -1.53 -3.84 -3.39  0.104
H: 0.78 -4.57 -3.90  0.101
H: 2.69 -3.16 -3.23  0.114
H: 3.56 -1.38 -1.83  0.073
H: 2.49 -0.18 -1.10  0.062
H: 2.89 -0.08 -2.81  0.077
Cl: -1.66 -1.83 5.10  0.759
C: -1.04 -0.22 5.19  -0.554
C: -0.93 0.38 6.46  -0.119
C: -0.42 1.63 6.58  -0.596
Cl: -0.29 2.34 8.16  0.695
C: 0.02 2.36 5.44  -0.160
C: 0.55 3.66 5.49  -0.023
C: 0.94 4.27 4.33  -0.042
C: 0.79 3.57 3.12  -0.116
N: 0.30 2.36 3.04  0.137
C: -0.09 1.75 4.17  -0.142
C: -0.63 0.43 4.05  -0.302
O: -0.72 -0.14 2.85  -0.256
H: -1.25 -0.17 7.33  0.106
H: 0.65 4.16 6.45  0.089
H: 1.35 5.27 4.33  0.103
H: 1.10 4.03 2.18  0.113
O: 3.95 1.46 1.30  -0.239
As: 2.91 0.23 2.02  0.978
O: 1.50 0.44 1.01  -0.469
O: 2.81 0.51 3.60  -0.392
C: 3.68 -1.34 1.17  -0.229
C: 4.99 -1.25 0.73  -0.080
C: 5.57 -2.30 0.04  -0.067
C: 4.85 -3.44 -0.24  -0.063
C: 3.53 -3.55 0.20  -0.047
C: 2.96 -2.51 0.90  -0.257
S: 1.33 -2.73 1.57  0.516
O: 1.35 -1.89 2.75  -0.324
O: 1.10 -4.13 1.70  -0.258
O: 0.35 -2.11 0.59  -0.434
H: 4.14 2.09 2.00  0.049
H: 5.55 -0.34 0.92  0.104
H: 6.60 -2.22 -0.29  0.109
H: 5.30 -4.26 -0.78  0.110
H: 2.95 -4.45 0.02  0.121
C: -2.24 -3.31 1.80  -0.266
P: -2.68 -1.70 1.05  0.848
C: -3.98 -1.08 2.18  -0.273
C: -3.74 -2.26 -0.33  -0.269
H: -3.14 -3.86 2.10  0.052
H: -1.61 -3.15 2.68  0.002
H: -1.67 -3.89 1.08  0.043
H: -4.71 -1.87 2.38  0.048
H: -4.49 -0.23 1.72  0.043
H: -3.53 -0.76 3.12  0.014
H: -4.59 -2.82 0.05  0.047
H: -3.17 -2.92 -0.99  0.024
H: -4.10 -1.41 -0.91  0.043

---

Here is a structure of composition C40H40IrN5OP2S from the Open Molecules 2025 dataset. Energies are from wB97M-V/def2-TZVPD.

- Net charge: +2
- LUMO: -6.45 eV
- Energy relative to the best compared isomer or geometry (same formula, charge and spin): 1.207 eV
- E_HOMO: -12.7 eV
- Orbital gap: 6.27 eV

Each line ends with the Löwdin charge.
Positions of all 90 atoms, in Å:
Ir: -0.68 -0.28 -1.02  1.142
C: 0.00 4.96 3.17  -0.402
S: 1.37 3.81 3.37  0.839
C: 1.52 3.26 1.65  -0.521
C: 2.71 2.31 1.53  -0.246
C: 2.36 0.85 1.78  -0.222
N: 1.40 0.27 0.81  -0.408
P: -0.09 -0.46 1.14  0.836
C: 0.30 -2.18 1.55  -0.368
C: 1.47 -2.47 2.25  -0.102
C: 1.77 -3.77 2.60  -0.059
C: 0.90 -4.80 2.27  -0.052
C: -0.28 -4.52 1.58  -0.048
C: -0.58 -3.21 1.22  -0.071
C: -0.89 0.18 2.61  -0.318
C: -1.53 1.43 2.55  -0.104
C: -2.13 1.95 3.68  -0.065
C: -2.12 1.22 4.87  -0.037
C: -1.52 -0.02 4.92  -0.041
C: -0.90 -0.55 3.80  -0.052
P: 1.76 -0.31 -0.77  0.922
C: 1.97 1.14 -1.83  -0.375
C: 2.70 1.07 -3.01  -0.087
C: 2.63 2.11 -3.93  -0.042
C: 1.83 3.23 -3.67  -0.042
C: 1.10 3.30 -2.49  -0.050
C: 1.17 2.26 -1.58  -0.139
C: 3.30 -1.20 -0.76  -0.355
C: 4.52 -0.51 -0.79  -0.087
C: 5.70 -1.22 -0.68  -0.046
C: 5.67 -2.60 -0.55  -0.039
C: 4.47 -3.29 -0.54  -0.050
C: 3.28 -2.59 -0.64  -0.085
H: -0.19 5.41 4.15  0.042
H: -0.91 4.45 2.84  0.012
H: 0.26 5.75 2.47  0.042
H: 1.65 4.13 1.00  0.086
H: 0.59 2.76 1.37  0.031
H: 3.47 2.58 2.27  0.111
H: 3.18 2.41 0.55  0.103
H: 1.93 0.73 2.78  0.119
H: 3.27 0.24 1.74  0.114
H: 2.15 -1.68 2.53  0.101
H: 2.68 -3.99 3.14  0.117
H: 1.13 -5.82 2.54  0.116
H: -0.96 -5.32 1.33  0.115
H: -1.49 -3.00 0.68  0.078
H: -1.56 1.98 1.62  0.076
H: -2.62 2.91 3.64  0.112
H: -2.60 1.63 5.75  0.120
H: -1.53 -0.59 5.84  0.120
H: -0.45 -1.53 3.85  0.107
H: 3.32 0.21 -3.23  0.113
H: 3.20 2.06 -4.85  0.119
H: 1.79 4.03 -4.39  0.119
H: 0.49 4.17 -2.29  0.117
H: 0.62 2.31 -0.65  0.054
H: 4.55 0.57 -0.91  0.111
H: 6.65 -0.69 -0.69  0.119
H: 6.60 -3.15 -0.46  0.120
H: 4.45 -4.37 -0.45  0.118
H: 2.33 -3.12 -0.63  0.108
O: -1.81 -1.86 -1.35  -0.256
C: -3.10 -2.01 -1.03  -0.322
C: -3.55 -3.34 -0.98  -0.007
C: -4.87 -3.63 -0.72  -0.043
C: -5.79 -2.61 -0.48  -0.061
C: -5.36 -1.30 -0.52  -0.021
C: -4.03 -0.98 -0.80  -0.085
C: -3.61 0.41 -0.87  -0.247
N: -2.36 0.85 -0.83  -0.093
C: -2.40 2.24 -0.86  -0.124
C: -3.69 2.63 -0.93  -0.037
N: -4.43 1.47 -0.93  0.149
H: -2.83 -4.13 -1.17  0.126
H: -5.19 -4.66 -0.70  0.120
H: -6.82 -2.84 -0.26  0.116
H: -6.07 -0.51 -0.30  0.113
H: -1.51 2.85 -0.83  0.099
H: -4.14 3.61 -0.96  0.132
H: -5.44 1.42 -1.00  0.167
N: -0.47 -0.70 -5.27  0.097
C: -1.52 0.18 -5.24  -0.044
C: -1.68 0.51 -3.93  -0.102
N: -0.73 -0.15 -3.18  -0.101
C: -0.02 -0.88 -4.02  -0.163
H: -0.09 -1.15 -6.09  0.172
H: -2.05 0.48 -6.12  0.129
H: -2.39 1.18 -3.48  0.103
H: 0.79 -1.53 -3.76  0.137

---

Here is a structure of composition C40H40N2OPRe from the Open Molecules 2025 dataset. Energies are from wB97M-V/def2-TZVPD.

- Net charge: +1
- LUMO (alpha / beta): -2.23 / -2.87 eV
- Multiplicity: 4
- E_HOMO (alpha / beta): -8.2 / -9.7 eV
- Orbital gap (alpha / beta): 6.01 / 6.88 eV

Each line ends with the Löwdin charge.
Positions of all 85 atoms, in Å:
C: 2.08 0.12 1.51  -0.268
C: 2.23 -0.58 0.24  -0.212
C: 2.05 0.39 -0.80  -0.135
H: 2.54 -1.61 0.11  0.122
C: 1.75 1.64 -0.22  -0.123
C: 1.77 1.51 1.18  -0.170
H: 1.58 2.58 -0.75  0.116
C: -1.28 -1.66 1.44  -0.217
C: -0.11 -2.23 0.81  -0.242
C: -0.38 -2.23 -0.62  -0.085
H: 0.67 -2.80 1.31  0.115
C: -1.61 -1.58 -0.85  -0.245
C: -2.12 -1.14 0.40  -0.104
H: 2.28 0.23 -1.86  0.115
H: 1.65 2.33 1.88  0.103
H: 2.39 -0.25 2.48  0.110
H: -3.04 -0.58 0.52  0.120
H: 0.21 -2.75 -1.38  0.115
H: -1.54 -1.73 2.49  0.093
Re: 0.19 -0.05 0.76  1.506
C: -2.39 -1.48 -2.15  -0.497
C: -3.76 -2.13 -1.95  -0.035
C: -1.65 -2.18 -3.30  -0.033
H: -3.67 -3.15 -1.57  0.101
H: -4.31 -2.17 -2.90  0.094
H: -4.37 -1.55 -1.25  0.085
H: -1.63 -3.26 -3.12  0.097
H: -0.62 -1.82 -3.40  0.085
H: -2.18 -2.00 -4.25  0.093
C: -2.64 0.02 -2.47  -0.053
C: -1.40 0.84 -2.62  -0.430
H: -3.23 0.46 -1.64  0.136
H: -3.25 0.09 -3.38  0.128
O: -0.59 1.04 -1.68  -0.012
N: -1.21 1.42 -3.82  0.081
C: -0.22 2.49 -4.02  -0.114
H: -1.99 1.39 -4.48  0.144
C: 1.15 1.96 -4.36  -0.226
C: 2.29 2.62 -3.88  -0.057
H: 2.14 3.52 -3.27  0.114
C: 3.56 2.13 -4.17  -0.081
H: 4.44 2.65 -3.77  0.107
C: 3.71 1.00 -4.97  -0.086
H: 4.70 0.62 -5.21  0.105
C: 2.57 0.35 -5.48  -0.075
H: 2.67 -0.53 -6.11  0.105
C: 1.29 0.84 -5.18  -0.040
H: 0.39 0.36 -5.58  0.112
H: -0.17 3.09 -3.10  0.122
H: -0.61 3.12 -4.83  0.137
N: -0.52 0.70 2.18  -0.394
P: -0.85 1.15 3.72  0.899
C: 0.54 2.17 4.25  -0.291
C: 1.69 1.54 4.79  -0.076
C: 2.74 2.30 5.29  -0.060
C: 2.69 3.70 5.23  -0.063
C: 1.57 4.33 4.65  -0.064
C: 0.50 3.57 4.17  -0.076
C: -2.47 1.87 3.90  -0.274
C: -3.50 1.24 4.64  -0.076
C: -4.68 1.93 4.96  -0.062
C: -4.88 3.23 4.49  -0.059
C: -3.92 3.82 3.66  -0.065
C: -2.74 3.14 3.34  -0.086
C: -0.74 -0.25 4.84  -0.312
C: -0.03 -1.41 4.49  -0.104
C: 0.14 -2.44 5.42  -0.059
C: -0.30 -2.27 6.74  -0.060
C: -0.92 -1.07 7.13  -0.056
C: -1.13 -0.06 6.18  -0.085
H: 1.73 0.45 4.89  0.103
H: 3.61 1.80 5.72  0.114
H: 3.52 4.30 5.60  0.113
H: 1.54 5.41 4.55  0.110
H: -0.38 4.06 3.77  0.084
H: -3.37 0.21 4.99  0.106
H: -5.45 1.44 5.56  0.113
H: -5.80 3.76 4.72  0.114
H: -4.09 4.82 3.26  0.111
H: -2.00 3.60 2.67  0.102
H: 0.40 -1.52 3.50  0.078
H: 0.63 -3.36 5.11  0.112
H: -0.16 -3.07 7.47  0.113
H: -1.24 -0.93 8.16  0.113
H: -1.60 0.88 6.49  0.117

---

Here is a cluster of 8 separate species, C40H40N8 in total from the Open Molecules 2025 dataset. Energies are from wB97M-V/def2-TZVPD.

- Net charge: -1
- LUMO (alpha / beta): 2.37 / 2.36 eV
- Energy relative to the best compared isomer or geometry (same formula, charge and spin): 0.910 eV
- Multiplicity: 2
- E_HOMO (alpha / beta): -0.1 / -5.0 eV
- Orbital gap (alpha / beta): 2.45 / 7.39 eV

Each line ends with the Löwdin charge.
Positions of all 88 atoms, in Å:
N: 0.95 -0.19 -6.59  0.041
C: 0.79 -1.35 -5.83  -0.151
C: 0.76 -1.38 -4.45  -0.093
C: 0.90 -0.15 -3.80  -0.049
C: 0.94 1.07 -4.54  -0.074
C: 1.07 1.00 -5.91  -0.154
H: 0.80 -2.30 -6.33  0.083
H: 0.59 -2.23 -3.80  0.097
H: 0.74 -0.22 -2.74  0.086
H: 0.97 2.05 -4.09  0.059
H: 1.22 1.91 -6.48  0.094
N: 0.62 4.59 -3.72  0.041
C: 0.23 4.22 -2.44  -0.112
C: -0.28 5.18 -1.53  -0.047
C: -0.22 6.49 -2.00  -0.092
C: -0.09 6.82 -3.36  -0.071
C: 0.40 5.81 -4.19  -0.167
H: 0.26 3.18 -2.17  0.086
H: -0.46 4.93 -0.50  0.085
H: -0.54 7.33 -1.38  0.094
H: -0.30 7.83 -3.70  0.089
H: 0.57 5.93 -5.25  0.095
N: 1.38 -8.12 2.73  0.028
C: 0.04 -8.32 2.77  -0.138
C: -0.85 -7.37 2.12  -0.089
C: -0.39 -6.28 1.40  -0.065
C: 1.01 -6.01 1.46  -0.065
C: 1.81 -6.90 2.17  -0.135
H: -0.34 -9.26 3.14  0.086
H: -1.89 -7.65 2.03  0.085
H: -1.09 -5.63 0.89  0.103
H: 1.53 -5.12 1.13  0.087
H: 2.88 -6.77 2.31  0.089
N: -2.17 -3.05 4.83  0.073
C: -1.39 -2.01 5.30  -0.126
C: -0.75 -1.97 6.51  -0.078
C: -0.93 -3.07 7.35  -0.082
C: -1.71 -4.14 6.90  -0.083
C: -2.28 -4.07 5.65  -0.195
H: -1.41 -1.15 4.66  0.094
H: -0.32 -1.05 6.88  0.102
H: -0.54 -3.05 8.36  0.097
H: -1.88 -4.99 7.55  0.094
H: -2.94 -4.86 5.35  0.097
N: -2.88 1.39 -4.61  0.049
C: -2.27 2.05 -3.66  -0.178
C: -2.46 1.76 -2.31  -0.045
C: -3.54 0.94 -1.97  -0.093
C: -4.28 0.31 -2.92  -0.087
C: -3.93 0.57 -4.28  -0.111
H: -1.40 2.57 -4.03  0.075
H: -1.92 2.23 -1.51  0.068
H: -3.89 0.73 -0.97  0.096
H: -5.08 -0.39 -2.74  0.093
H: -4.39 0.04 -5.11  0.085
N: 6.08 2.72 -0.48  0.045
C: 7.31 2.27 -0.57  -0.183
C: 7.68 0.91 -0.62  -0.089
C: 6.68 0.03 -0.80  -0.124
C: 5.38 0.44 -0.83  -0.056
C: 5.10 1.82 -0.71  -0.099
H: 8.08 3.00 -0.40  0.090
H: 8.74 0.69 -0.70  0.095
H: 7.01 -0.97 -1.05  0.105
H: 4.60 -0.29 -1.03  0.094
H: 4.14 2.31 -0.77  0.102
N: 1.14 0.45 0.05  -0.029
C: -0.08 0.96 0.46  -0.222
C: -0.99 0.18 1.15  -0.161
C: -0.65 -1.11 1.36  -0.198
C: 0.56 -1.68 0.94  -0.155
C: 1.49 -0.83 0.37  -0.232
H: -0.36 1.95 0.12  0.035
H: -2.02 0.47 1.30  0.077
H: -1.29 -1.73 1.97  0.062
H: 0.68 -2.75 1.05  0.048
H: 2.44 -1.28 0.12  0.061
N: -1.95 3.69 1.59  0.042
C: -1.72 3.19 2.91  -0.119
C: -2.60 2.38 3.55  -0.150
C: -3.74 1.97 2.94  -0.123
C: -4.09 2.63 1.75  -0.084
C: -3.17 3.55 1.07  -0.161
H: -0.80 3.50 3.38  0.090
H: -2.35 2.04 4.54  0.098
H: -4.35 1.15 3.28  0.102
H: -5.00 2.36 1.23  0.073
H: -3.58 4.10 0.24  0.092